1.
Here is a structure of composition C36H36AsBrN11OSTi at a distorted geometry from the Open Molecules 2025 dataset. Energies are from wB97M-V/def2-TZVPD.

The value obtained for the electronic energy is -8128.2847 a.u. The calculation puts the maximum force at 0.07989 hartree/bohr. As for the multiplicity: 3. The energy above the lowest of the compared OMol25 structures with the same formula, charge and spin is 96.3 kJ/mol. The HOMO energy (alpha / beta) is -2.49 / -3.31 eV. The HOMO-LUMO gap (alpha / beta) comes out at 4.816 / 5.628 eV. As for the net charge: -1. For the LUMO energy (alpha / beta), the calculation gives 0.0854 / 0.0850 hartree.

Each line ends with the Löwdin charge.
Geometry (Å):
Ti: -0.61644 0.21461 -1.87936  0.447
C: -1.27406 -3.50866 -2.33655  -0.254
C: -2.08546 -2.66784 -1.37582  -0.135
N: -2.32773 -1.16891 -1.90327  -0.152
C: -3.14794 -1.03118 -3.07995  -0.297
C: -4.69215 -1.35987 -2.90257  -0.414
S: -5.06513 -3.02112 -2.27120  0.860
C: -4.48924 -4.06001 -3.56864  -0.476
C: -3.01663 -4.71415 -3.49200  -0.234
N: -1.89501 -3.80400 -3.55738  -0.105
H: -0.32481 -2.99688 -2.55746  0.124
H: -1.09827 -4.46450 -1.86069  0.108
H: -3.10136 -3.10973 -1.16204  0.052
H: -1.43856 -2.56278 -0.52233  0.078
H: -2.91648 -0.80512 -1.09629  0.053
H: -3.17699 0.03874 -3.34600  0.105
H: -2.66385 -1.58860 -3.87927  0.089
H: -5.15744 -0.55030 -2.35152  0.071
H: -4.98873 -1.35087 -3.92328  0.048
H: -5.15568 -4.90445 -3.53423  0.048
H: -4.51261 -3.50189 -4.47534  0.058
H: -2.87689 -5.42366 -2.69117  0.101
H: -2.94595 -5.34531 -4.40512  0.111
H: -1.46467 -3.65791 -4.45572  0.124
N: -2.95567 1.67036 1.44792  0.163
C: -3.95115 0.70146 1.34044  -0.463
N: -4.90836 0.68224 2.30634  -0.002
N: -5.63821 -0.36033 1.92463  -0.153
N: -5.21227 -0.92956 0.81089  -0.104
N: -4.06909 -0.31243 0.43683  -0.003
C: -1.91243 1.93188 0.53112  -0.287
N: -1.70196 1.44516 -0.67082  -0.054
N: -0.74857 2.26450 -1.30683  -0.114
N: -0.30367 3.14558 -0.35163  -0.010
N: -1.08187 2.95719 0.79225  0.073
H: -3.04094 2.33618 2.19424  0.113
Br: 0.08463 0.44248 -4.09686  0.039
C: 0.36864 4.44679 -0.19544  -0.066
C: 1.43849 5.06314 -0.83636  -0.051
C: 1.86465 6.23630 -0.23830  -0.117
C: 1.63847 6.55754 1.06980  -0.093
C: 0.55816 5.99509 1.72368  -0.162
C: 0.34793 6.06850 3.18066  -0.055
C: -0.31724 5.05385 3.80756  -0.116
C: -1.03037 4.06249 3.09735  -0.064
C: -1.01135 4.04796 1.72557  -0.101
C: -0.10143 4.92873 1.06809  -0.056
H: 1.63630 4.71017 -1.80536  0.090
H: 2.61369 6.81502 -0.81976  0.112
H: 2.22607 7.29810 1.56855  0.096
H: 0.93079 6.81839 3.75970  0.106
H: -0.35147 5.17649 4.89905  0.104
H: -1.66556 3.33187 3.58522  0.091
O: 0.86103 -0.64765 -1.13931  -0.639
As: 2.04478 -0.70042 0.23808  1.279
C: 3.49125 -1.80495 -0.31083  -0.320
C: 4.56937 -1.27900 -1.01652  -0.109
C: 5.60520 -2.09939 -1.41700  -0.108
C: 5.56493 -3.46325 -1.11689  -0.077
C: 4.35193 -4.03182 -0.54018  -0.092
C: 3.38190 -3.19600 -0.13914  -0.157
C: 1.11840 -1.59866 1.61862  -0.318
C: 1.69888 -2.57889 2.47678  -0.110
C: 0.89924 -3.55380 3.04536  -0.092
C: -0.45446 -3.34001 3.06535  -0.119
C: -1.07569 -2.35390 2.40326  -0.087
C: -0.30122 -1.43911 1.66925  -0.077
C: 2.93526 0.87219 1.05264  -0.302
C: 3.15150 0.92661 2.39649  -0.132
C: 3.75948 2.04053 2.95171  -0.103
C: 4.12710 3.14928 2.17687  -0.092
C: 4.19863 2.93890 0.79028  -0.095
C: 3.50599 1.87283 0.24577  -0.119
H: 4.53580 -0.18874 -1.26333  0.106
H: 6.41873 -1.65521 -1.91275  0.083
H: 6.41789 -4.07132 -1.42034  0.086
H: 4.25750 -5.11102 -0.37434  0.101
H: 2.43389 -3.63561 0.18651  0.106
H: 2.81444 -2.65201 2.51723  0.119
H: 1.41161 -4.38093 3.46176  0.093
H: -1.05815 -4.08069 3.64204  0.122
H: -2.16018 -2.25248 2.29291  0.119
H: -0.82347 -0.65542 1.09092  0.086
H: 2.76640 0.10873 2.96714  0.083
H: 3.64014 2.12838 4.08539  0.122
H: 4.66181 4.04339 2.65512  0.122
H: 4.59119 3.71067 0.09323  0.113
H: 3.38481 1.73804 -0.79340  0.081

2.
Here is a structure of composition C36H36BF5MoN4S3Te at a distorted geometry from the Open Molecules 2025 dataset. Energies are from wB97M-V/def2-TZVPD.

The value obtained for the electronic energy is -3667.5747 a.u. The calculation puts the maximum force at 0.03064 hartree/bohr. As for the multiplicity: 3. The energy above the lowest of the compared OMol25 structures with the same formula, charge and spin is 0.0 kJ/mol. The HOMO energy (alpha / beta) is -1.14 / -1.67 eV. The HOMO-LUMO gap (alpha / beta) comes out at 5.239 / 5.777 eV. As for the net charge: -2. For the LUMO energy (alpha / beta), the calculation gives 0.1508 / 0.1508 hartree.

Each line ends with the Löwdin charge.
Geometry (Å):
Mo: -0.54230 -0.27240 -0.11070  0.286
S: -0.57770 -0.40910 2.42360  0.571
C: -1.31880 -1.94180 2.19710  -1.102
S: -1.91820 -2.17550 0.58950  0.515
C: -1.41610 -2.92840 3.17310  -0.407
C: -0.97980 -2.75230 4.48600  -0.282
N: -0.64790 -2.66540 5.58790  0.121
C: -1.94760 -4.19220 2.90320  -0.294
N: -2.36660 -5.25520 2.73670  0.120
Te: 1.93800 -0.61120 -0.26440  0.166
F: 0.55950 -0.73980 -7.97550  0.068
C: 0.17390 -0.76730 -6.66910  -0.132
C: -1.04610 -1.33960 -6.29360  -0.152
F: -1.85530 -1.85660 -7.25150  0.078
C: -1.42200 -1.36310 -4.97280  -0.263
F: -2.61780 -1.90610 -4.67010  0.062
C: -0.61340 -0.84440 -3.93400  -0.495
S: -1.17730 -0.99300 -2.31880  0.609
C: 0.59740 -0.24670 -4.35390  -0.226
F: 1.41590 0.30720 -3.43790  0.006
C: 0.98280 -0.21220 -5.67490  -0.146
F: 2.15270 0.37220 -6.03480  0.083
C: -3.69490 1.25120 3.63730  -0.058
C: -3.12170 2.52480 3.01360  -0.364
C: -3.92630 3.75260 3.45070  -0.065
C: -1.66070 2.66610 3.38020  -0.163
C: -1.29160 2.71200 4.71510  -0.046
C: 0.03830 2.78760 5.07580  -0.077
C: 1.01720 2.80430 4.10130  -0.038
C: 0.68750 2.76390 2.75490  -0.148
C: 1.75930 2.83620 1.69530  -0.385
C: 2.10000 4.30180 1.40330  -0.057
C: 3.00960 2.04910 2.07550  -0.122
C: -0.66530 2.71550 2.39540  -0.185
N: -1.05680 2.79810 1.04310  0.024
B: -1.07110 1.83600 -0.04090  -0.574
N: -1.75930 2.57950 -1.07810  0.005
C: -2.10710 3.83270 -0.62040  -0.087
C: -1.68710 3.96460 0.64990  -0.083
C: -2.13930 2.20040 -2.38160  -0.145
C: -1.37840 2.58210 -3.49300  -0.128
C: -1.81530 2.19230 -4.75420  -0.054
C: -2.96960 1.45460 -4.92460  -0.086
C: -3.72730 1.10500 -3.82430  -0.046
C: -3.32810 1.46910 -2.54780  -0.159
C: -4.20380 1.14010 -1.35880  -0.363
C: -4.54700 -0.34610 -1.26870  -0.080
C: -5.48040 1.98460 -1.41870  -0.061
C: -0.14050 3.45560 -3.45010  -0.348
C: -0.55220 4.93160 -3.52110  -0.061
C: 0.79670 3.24510 -2.26350  -0.060
H: -4.70740 1.06820 3.27750  0.076
H: -3.72380 1.32540 4.72270  0.071
H: -3.06980 0.40200 3.37110  0.047
H: -3.20550 2.43010 1.92760  0.121
H: -3.88970 3.86860 4.53210  0.068
H: -4.96930 3.65090 3.15140  0.073
H: -3.52500 4.65790 2.99870  0.064
H: -2.05310 2.67750 5.48350  0.105
H: 0.31130 2.82440 6.12150  0.095
H: 2.05280 2.85320 4.39950  0.103
H: 1.35620 2.39120 0.77980  0.072
H: 2.47800 4.79670 2.29790  0.073
H: 1.21070 4.83180 1.06720  0.066
H: 2.85510 4.36110 0.62140  0.073
H: 3.57240 2.53850 2.86970  0.063
H: 3.65940 1.94360 1.21130  0.057
H: 2.72830 1.04920 2.39840  0.047
H: -2.65610 4.52800 -1.23220  0.119
H: -1.78810 4.80700 1.31340  0.120
H: -1.22590 2.46400 -5.62130  0.113
H: -3.28010 1.15610 -5.91660  0.104
H: -4.62890 0.52750 -3.95980  0.110
H: -3.66200 1.40420 -0.44310  0.120
H: -5.13990 -0.67720 -2.11850  0.072
H: -5.11000 -0.54470 -0.35640  0.079
H: -3.63530 -0.94260 -1.24250  -0.013
H: -6.05560 1.74370 -2.31000  0.070
H: -5.23700 3.04490 -1.44430  0.071
H: -6.10050 1.79320 -0.54450  0.072
H: 0.42040 3.22130 -4.36180  0.127
H: -1.03450 5.22750 -2.59320  0.056
H: -1.24100 5.11080 -4.34410  0.073
H: 0.32760 5.56090 -3.65770  0.074
H: 0.44690 3.78250 -1.38760  0.064
H: 1.79040 3.61360 -2.51560  0.084
H: 0.87760 2.18900 -2.00770  0.040